*w*
Density functional theory data (wB97M-V/def2-TZVPD) for a molecular structure, C14H21FN4O3PSc.

As for the orbital gap: 7.262 eV.

```
! RIJCOSX wB97M-V def2-TZVPD def2/J DEFGRID3
* xyz 0 1
Sc 0.69352 -0.72818 -0.27012
C -0.06140 -0.26028 3.10522
N 0.90765 -0.44999 2.03051
C 2.12929 -0.13767 2.28312
C 3.16764 -0.27498 1.31445
C 4.53789 -0.09076 1.46106
C 5.10664 -0.37692 0.21295
C 4.05115 -0.71558 -0.62752
N 2.87151 -0.65770 0.02260
C -1.03597 0.88215 2.92124
C -1.79261 1.04413 1.76412
C -2.70569 2.08227 1.66428
C -2.88692 2.96913 2.71702
C -2.14468 2.81073 3.87672
C -1.22663 1.77362 3.97250
H 0.47464 -0.10354 4.04730
H -0.62416 -1.19254 3.20804
H 2.41554 0.23044 3.27236
H 5.04689 0.20767 2.36466
H 6.15092 -0.34712 -0.05298
H 4.09240 -0.99852 -1.66937
H -1.67550 0.38536 0.91643
H -3.28048 2.19333 0.75324
H -3.60219 3.77767 2.63347
H -2.27499 3.49394 4.70648
H -0.64599 1.65635 4.88078
O -0.34266 -2.29476 -0.05270
N -1.20807 -3.51024 -2.36236
C -1.66968 -2.50199 -3.31441
P -1.03785 -0.91394 -2.71930
O -1.90201 -0.31443 -1.66208
O 0.48210 -0.95470 -2.52145
C -1.12923 0.41697 -4.01204
N -0.48409 1.51179 -3.19913
H -1.00422 -2.79496 -0.55216
H -0.19565 -3.53934 -2.34517
H -1.55749 -4.43295 -2.58636
H -2.75605 -2.41632 -3.29808
H -1.33435 -2.71037 -4.33853
H -2.15665 0.71006 -4.21369
H -0.56654 0.27887 -4.93186
H 0.45545 1.19543 -2.92591
H -0.96379 1.57647 -2.27961
H -0.43569 2.41331 -3.66437
F 0.11801 1.10809 -0.52933
*
```


*x*
Density functional theory data (wB97M-V/def2-TZVPD) for a molecular structure, C14H21FN4O3PSc.

As for the orbital gap: 8.285 eV.

```
! RIJCOSX wB97M-V def2-TZVPD def2/J DEFGRID3
* xyz 0 1
Sc 0.87190 0.54171 1.04417
C 1.18838 -0.77196 -2.08692
N 0.38160 -0.00540 -1.13617
C -0.81677 0.29953 -1.46943
C -1.62257 1.11891 -0.60880
C -2.95422 1.52256 -0.69536
C -3.17931 2.33701 0.42695
C -1.97003 2.37839 1.12944
N -1.03129 1.63517 0.51134
C 1.87738 0.12503 -3.09091
C 2.59864 1.24046 -2.67038
C 3.22176 2.05402 -3.60337
C 3.13646 1.76519 -4.96005
C 2.42017 0.65701 -5.38228
C 1.79112 -0.15693 -4.44848
H 0.56351 -1.49725 -2.61681
H 1.92888 -1.33740 -1.51820
H -1.23714 -0.04822 -2.41614
H -3.65109 1.28087 -1.48323
H -4.08393 2.87029 0.67455
H -1.73702 2.91831 2.03612
H 2.66393 1.47900 -1.61468
H 3.77736 2.92039 -3.26817
H 3.62445 2.40500 -5.68403
H 2.34458 0.42589 -6.43720
H 1.22633 -1.02083 -4.78118
O 1.73317 -0.97294 2.07108
N 0.73493 -3.42976 3.29012
C 0.29414 -2.22765 3.98931
P -0.38907 -1.00877 2.81818
O -0.07173 0.47902 2.98878
O -0.67734 -1.44266 1.37870
C -2.19024 -0.96392 3.39012
N -2.87965 -0.34873 2.21236
H 1.94661 -1.87359 1.84001
H -0.03977 -3.89949 2.83868
H 1.16229 -4.08028 3.93629
H 1.14842 -1.73677 4.45459
H -0.46363 -2.41135 4.76349
H -2.36529 -0.35844 4.27615
H -2.60318 -1.96420 3.52545
H -2.38664 -0.77944 1.39495
H -2.68660 0.66224 2.12453
H -3.88368 -0.49197 2.18028
F 2.28419 1.71198 0.67616
*
```


Order from most stable to least stable according to the calculation: *x*, *w*


*w*
Density functional theory data (wB97M-V/def2-TZVPD) for C2H5PSi in the gas phase.

As for the orbital gap (spin up / spin down): 6.360 / 6.833 eV. As for the structure (SMILES): [H]/P=C\C=[SiH2].

```
! RIJCOSX wB97M-V def2-TZVPD def2/J DEFGRID3
* xyz 0 1
H -1.79238 -1.20476 0.05369
P -0.58881 -2.20408 0.17847
C 0.77338 -1.13453 0.21742
C 0.71290 0.20379 0.12842
Si -0.57168 1.37696 -0.23418
H 1.75897 -1.43592 0.61781
H 1.74389 0.64220 0.19986
H -1.96821 1.09587 -0.74205
H -0.06806 2.66048 -0.41943
*
```


*x*
Density functional theory data (wB97M-V/def2-TZVPD) for C2H5PSi in the gas phase.

As for the orbital gap (spin up / spin down): 6.879 / 8.173 eV.

```
! RIJCOSX wB97M-V def2-TZVPD def2/J DEFGRID3
* xyz 0 1
C -0.48568 1.00360 1.56131
C -0.21175 0.30253 0.28514
Si 0.07402 -1.32156 -0.72507
P 1.21970 1.32888 0.99376
H -0.68395 0.78775 2.63676
H -0.56477 0.93123 -0.41740
H -1.22627 -1.91673 -0.80013
H 0.77718 -1.52192 -1.97515
H 0.80500 2.51882 0.19129
*
```


*y*
Density functional theory data (wB97M-V/def2-TZVPD) for a molecular structure, C2H5PSi.

As for the orbital gap: 9.732 eV.

```
! RIJCOSX wB97M-V def2-TZVPD def2/J DEFGRID3
* xyz 0 1
C -0.19655 -0.26463 0.88943
C -0.12909 -0.23640 -0.65563
Si 1.16004 0.81984 0.08859
P -1.60535 0.53306 0.10148
H -0.23749 -1.28786 1.22554
H -0.23317 -1.22282 -1.11086
H 0.93971 2.16406 -0.18022
H 2.60230 0.28353 -0.15389
H -2.30040 -0.78878 -0.20443
*
```


Order from most stable to least stable according to the calculation: *y*, *w*, *x*


*w*
Density functional theory data (wB97M-V/def2-TZVPD) for 5 unconnected molecules or ions with the total composition C5H20N10O5.

As for the orbital gap: 9.037 eV. As for the structure (SMILES): NC(N)=O.NC(N)=O.NC(N)=O.NC(N)=O.NC(N)=O.

```
! RIJCOSX wB97M-V def2-TZVPD def2/J DEFGRID3
* xyz 0 1
N 0.56669 0.04508 -0.05162
C 1.07122 -0.16162 1.11254
N 2.15362 -0.90818 0.90166
O 0.57180 0.10251 2.17409
H -0.37858 0.38367 -0.16083
H 1.01449 -0.32841 -0.87630
H 2.39179 -1.42640 1.73523
H 2.78841 -0.91532 0.11611
N -0.57544 1.07765 -4.92276
C 0.26146 0.80468 -3.94481
N 0.71599 -0.35680 -4.15989
O 0.45954 1.44559 -2.95912
H -0.39973 0.76041 -5.86541
H -1.20120 1.85996 -4.79425
H 0.22124 -0.80254 -4.91926
H 1.08546 -0.86498 -3.36910
N -4.68927 0.62053 2.74355
C -3.58375 0.01818 2.31047
N -2.59160 0.73116 2.02501
O -3.58023 -1.19481 2.21200
H -5.56136 0.20044 2.45532
H -4.63776 1.60136 2.97897
H -1.75954 0.21290 1.78176
H -2.41733 1.56750 2.56377
N 2.71819 -3.54003 -3.44522
C 2.11337 -2.85297 -2.46164
N 0.83234 -3.04536 -2.33740
O 2.77574 -2.13753 -1.79429
H 2.19831 -4.05012 -4.14496
H 3.72310 -3.43893 -3.45087
H 0.45854 -2.73349 -1.45247
H 0.20954 -3.47118 -3.00889
N 0.81600 2.89491 3.25067
C 0.29013 3.08087 4.37709
N -0.09257 1.96280 4.84395
O 0.32817 4.07568 4.99132
H 1.45942 3.58229 2.88514
H 0.67519 2.04689 2.72046
H -0.05541 1.25096 4.12841
H -0.37614 1.90276 5.81147
*
```


*x*
Density functional theory data (wB97M-V/def2-TZVPD) for 5 unconnected molecules or ions with the total composition C5H20N10O5.

As for the orbital gap: 9.750 eV. As for the structure (SMILES): NC(N)=O.NC(N)=O.NC(N)=O.NC(N)=O.NC(N)=O.

```
! RIJCOSX wB97M-V def2-TZVPD def2/J DEFGRID3
* xyz 0 1
N 1.77911 -0.49070 1.46072
C 1.48944 -0.28429 0.21170
N 0.67570 0.72856 -0.00793
O 1.91689 -0.98870 -0.67744
H 1.42703 0.12540 2.17944
H 2.59471 -1.08604 1.43913
H 0.33324 0.91802 -0.93902
H 0.47566 1.34171 0.76933
N -0.99044 -4.00648 -3.65950
C -0.43232 -4.49854 -4.68825
N 0.83385 -4.64536 -4.45041
O -1.03557 -4.84978 -5.69051
H -1.96908 -4.22143 -3.53242
H -0.59453 -3.28905 -3.06902
H 1.24260 -4.14932 -3.67134
H 1.30322 -4.93072 -5.29797
N 3.96460 2.46515 5.36665
C 3.44479 3.54131 4.77462
N 4.18059 3.98223 3.79326
O 2.35626 4.05759 5.06136
H 3.49305 1.96077 6.10378
H 4.85302 2.16852 4.98875
H 3.80462 4.82149 3.37565
H 5.14373 3.69337 3.69823
N -2.39969 0.96526 4.59456
C -2.45446 -0.26431 4.26088
N -2.96074 -0.35740 3.08596
O -2.32839 -1.18152 5.02176
H -1.90705 0.87669 5.47181
H -3.01071 1.71483 4.30317
H -2.91963 -1.26653 2.64790
H -3.23879 0.48654 2.60580
N -3.01867 0.01230 -5.21945
C -2.54187 0.94311 -4.42638
N -1.61108 1.58865 -5.06564
O -2.90338 1.31931 -3.31829
H -2.71042 -0.14342 -6.16857
H -3.61692 -0.65303 -4.75090
H -1.30849 2.45640 -4.64664
H -1.35982 1.13960 -5.93473
*
```


Order from most stable to least stable according to the calculation: *w*, *x*


*w*
Density functional theory data (wB97M-V/def2-TZVPD) for 15 unconnected molecules or ions with the total composition H31O15.

As for the orbital gap: 10.273 eV.

```
! RIJCOSX wB97M-V def2-TZVPD def2/J DEFGRID3
* xyz 1 1
O 3.44982 -0.36590 -2.20566
H -0.88598 0.03522 -0.75753
H -0.75333 2.06663 3.96261
O -0.46381 1.15059 3.94739
H 4.04773 -0.96529 0.08703
H -3.38169 0.66301 -0.96626
O -2.00858 -0.16125 -3.33875
H 0.25888 -4.35326 -1.33360
H 2.64239 2.04686 3.00422
O -3.55894 1.03224 -1.85513
H -0.90743 3.91922 1.46506
H 2.86142 2.53397 0.25419
O -0.41116 -0.46079 -1.48285
H -3.70029 1.98136 -1.83071
H 2.62452 -1.45599 0.71333
O 0.80545 2.47008 -2.57198
H -1.14939 -0.55095 -2.63446
H -1.56389 0.63500 -3.70768
O -0.50282 -3.80365 -1.10415
H 0.05407 2.92181 -2.16548
H 0.62553 -1.42441 1.83570
O -2.16845 0.63594 0.28951
H -0.98117 -3.73099 -1.94849
H 0.65576 0.10928 1.65587
O -1.28195 3.33184 0.77613
H -0.62229 -1.40867 -1.31922
H -0.23578 -3.11177 2.65627
O 2.06679 2.55550 -0.29288
H -1.66982 -0.00657 0.86064
O 3.57289 -1.53436 0.69127
H -1.19695 0.53843 3.86319
H 2.14100 2.00740 -1.08299
O 0.12761 -0.67036 1.40523
H -0.36912 3.32531 0.35770
H 1.43400 3.15261 -2.82289
O 0.35473 -3.26666 3.41286
H 3.37615 0.21572 -2.98316
H 0.90820 -2.47369 3.34248
O 2.58536 1.09002 3.04275
H 3.85581 -1.10034 -2.70024
H -3.41141 -2.13279 -0.74331
O -2.53625 -2.44842 -0.49868
H -2.55749 -3.41005 -0.64092
H -2.69540 0.52617 -2.93668
H -1.74612 1.32378 0.83300
H 2.23048 0.88888 3.91626
*
```


*x*
Density functional theory data (wB97M-V/def2-TZVPD) for 15 unconnected molecules or ions with the total composition H31O15.

As for the orbital gap: 10.779 eV.

```
! RIJCOSX wB97M-V def2-TZVPD def2/J DEFGRID3
* xyz 1 1
O -1.06222 -1.23336 2.04993
H 2.81228 2.66105 -1.41068
H -1.60022 -0.95818 1.28174
O -0.67686 -3.90894 2.41284
H 2.24789 0.48777 -0.81391
H -0.34679 -4.63097 1.88221
O -0.85065 -2.17934 -2.86870
H -1.57420 1.49270 4.25004
H -2.41141 0.68390 -2.29978
O -2.52125 2.73803 -1.25396
H -0.34514 -3.80853 -0.50347
H -3.87844 0.85236 0.81172
O 1.94297 2.25504 -1.28462
H -1.64025 2.65353 -1.61725
H 3.36939 0.36406 0.32073
O -0.61675 2.80478 0.21537
H -1.09375 -3.08666 -2.65760
H -1.46533 -1.71174 -3.43747
O -1.37386 1.45861 3.30096
H -0.87418 2.29745 1.00387
H 0.92804 -0.83256 -2.30232
O 0.87237 1.11373 -3.20552
H -0.83376 -3.06341 1.96616
H 0.36008 -1.94886 -1.43756
O 0.53522 -3.47220 -0.29602
H 1.59036 2.26238 -2.22959
H 3.15567 1.21908 2.23262
O -3.75547 0.12997 1.42189
H -0.09633 0.96517 -3.17003
O 3.07349 -0.07015 -0.54445
H 2.53354 -0.87420 -0.27581
H -4.28909 -0.01023 2.21016
O 1.03656 -1.20228 -1.41693
H 0.78703 -3.71315 0.60000
H 0.34970 2.78924 0.29233
O 3.34836 1.62695 1.36944
H -0.92024 0.62649 3.14650
H 4.03154 2.24643 1.66656
O -1.99168 0.74073 -3.18183
H -1.63712 -0.76911 2.67662
H 2.29368 -0.63892 4.06549
O 2.10449 -0.89844 3.16094
H 1.61715 -1.72706 3.13670
H -2.74208 3.66450 -1.13004
H 1.17250 0.92930 -4.10261
H -2.32683 1.65617 -3.29248
*
```


Order from most stable to least stable according to the calculation: *x*, *w*